Run 1
This record from the OMol25 dataset describes an isolated molecule of C19H24N4O3. The level of theory is wB97M-V/def2-TZVPD.

Structure (XYZ):
```
50
Properties=species:S:1:pos:R:3:lowdin_charge:R:1
C 5.81 -3.07 0.93 -0.09
O 5.13 -1.87 1.19 -0.08
C 3.77 -1.86 1.14 -0.26
C 2.99 -2.96 0.81 0.06
C 1.60 -2.86 0.79 -0.25
O 0.93 -4.00 0.46 -0.08
C -0.47 -3.98 0.44 -0.08
C 0.98 -1.65 1.08 0.03
C 1.78 -0.55 1.39 -0.15
C 1.09 0.74 1.75 -0.44
O 0.67 0.95 2.88 0.07
N 0.96 1.64 0.75 -0.05
C 1.22 1.34 -0.64 -0.12
C -0.08 0.90 -1.33 -0.07
C -1.32 1.59 -0.72 -0.40
C -0.89 2.97 -0.16 -0.08
C 0.16 2.83 0.95 -0.12
N -1.91 0.70 0.29 0.03
C -3.26 1.02 0.70 -0.20
C -4.24 0.75 -0.45 -0.11
C -3.66 1.42 -1.64 -0.21
N -4.27 1.79 -2.81 0.11
C -3.31 2.37 -3.58 -0.19
N -2.15 2.39 -2.99 0.13
C -2.35 1.80 -1.77 -0.21
C 3.15 -0.64 1.43 0.05
H 5.53 -3.85 1.64 0.10
H 6.86 -2.84 1.04 0.09
H 5.62 -3.43 -0.09 0.10
H 3.41 -3.92 0.58 0.12
H -0.88 -3.72 1.42 0.10
H -0.78 -4.98 0.17 0.09
H -0.85 -3.27 -0.31 0.09
H -0.09 -1.54 1.07 0.11
H 1.98 0.56 -0.72 0.12
H 1.60 2.25 -1.10 0.13
H -0.21 -0.18 -1.22 0.11
H -0.03 1.14 -2.39 0.11
H -0.49 3.54 -1.00 0.12
H -1.76 3.51 0.22 0.12
H -0.31 2.73 1.94 0.12
H 0.81 3.71 0.97 0.13
H -1.31 0.66 1.10 0.10
H -3.38 2.07 1.02 0.12
H -3.51 0.38 1.55 0.12
H -5.23 1.14 -0.21 0.12
H -4.32 -0.32 -0.63 0.12
H -5.24 1.65 -3.05 0.15
H -3.50 2.75 -4.56 0.11
H 3.77 0.20 1.68 0.13
```

Results
Spin multiplicity   1
E_LUMO   0.68 eV
SMILES string   COc1cc(OC)cc(C(=O)N2CCC3(CC2)NCCc2[nH]cnc23)c1
M   356.43 g mol⁻¹

Run 2
This record from the OMol25 dataset describes an isolated molecule of C19H24N4O3. The level of theory is wB97M-V/def2-TZVPD.

Structure (XYZ):
```
50
Properties=species:S:1:pos:R:3:lowdin_charge:R:1
H -3.10 -6.15 6.30 0.05
N -2.33 -6.73 6.61 0.13
C -1.21 -6.24 6.28 -0.48
N 0.03 -6.76 6.54 0.12
C 1.01 -5.94 6.02 0.01
C 0.39 -4.92 5.43 -0.14
C 1.02 -3.76 4.78 -0.41
O 2.23 -3.62 4.89 0.06
N 0.26 -2.88 4.09 -0.01
C -1.14 -3.01 3.67 -0.09
C -1.22 -2.10 2.44 -0.27
C -0.75 -2.84 1.19 -0.04
C -0.28 -0.97 2.87 -0.25
N 0.09 -0.04 1.83 0.13
C -0.21 1.29 1.91 -0.50
O -0.59 1.82 2.93 0.06
C -0.04 2.06 0.61 -0.09
C -0.99 1.61 -0.53 -0.13
C -2.21 0.84 -0.10 -0.23
C -3.06 1.32 0.90 -0.04
C -4.17 0.59 1.29 -0.07
C -4.45 -0.63 0.68 -0.06
C -3.64 -1.12 -0.33 -0.29
C -3.95 -2.43 -1.01 -0.05
C -2.52 -0.37 -0.71 -0.03
C 0.90 -1.71 3.51 -0.07
O -0.99 -5.08 5.58 0.07
H 0.15 -7.62 7.05 0.16
H 2.06 -6.13 6.11 0.14
H -1.38 -4.05 3.43 0.12
H -1.82 -2.68 4.46 0.13
H -2.23 -1.72 2.29 0.14
H 0.25 -3.26 1.33 0.09
H -1.42 -3.66 0.96 0.08
H -0.74 -2.18 0.32 0.06
H -0.77 -0.37 3.64 0.15
H 0.34 -0.41 0.93 0.14
H 1.00 1.99 0.28 0.12
H -0.22 3.10 0.88 0.12
H -0.43 0.99 -1.24 0.11
H -1.29 2.50 -1.09 0.12
H -2.83 2.26 1.40 0.12
H -4.81 0.96 2.07 0.11
H -5.32 -1.20 0.99 0.11
H -3.05 -2.87 -1.44 0.07
H -4.39 -3.14 -0.32 0.08
H -4.66 -2.28 -1.82 0.08
H -1.88 -0.75 -1.49 0.12
H 1.65 -2.00 2.76 0.13
H 1.41 -1.12 4.27 0.14
```

Results
Spin multiplicity   1
E_LUMO   0.55 eV
SMILES string   [H]/N=c1/[nH]cc(C(=O)N2C[C@H](C)[C@H](NC(=O)CCc3cccc(C)c3)C2)o1
M   356.43 g mol⁻¹

Energies relative to the most stable structure are run 1 0.896; run 2 0.000, reported in eV.

Run 1
This record from the OMol25 dataset describes C54H73BN3O3PdSiTe as an isolated structure. The level of theory is wB97M-V/def2-TZVPD.

Structure (XYZ):
```
137
Properties=species:S:1:pos:R:3:mulliken_spin:R:1
Pd 0.62 -0.60 0.18 0.88
C -0.60 -1.64 1.65 0.63
Si -0.92 -3.12 0.53 0.03
C -1.67 -2.30 -1.02 0.00
N -0.73 -1.38 -1.69 0.05
C 0.33 -2.11 -2.41 0.10
C -0.17 -2.89 -3.62 0.03
C -1.10 -2.02 -4.48 0.00
C -1.01 -0.56 -4.06 0.02
C -1.42 -0.42 -2.60 0.04
C 0.55 -4.09 0.24 0.29
C 1.86 -3.68 0.67 0.17
C 2.99 -4.39 0.37 -0.13
C 2.93 -5.57 -0.40 0.47
C 1.66 -5.99 -0.87 -0.08
C 0.52 -5.30 -0.57 0.17
C -2.36 -4.11 1.26 0.03
C -2.17 -5.42 1.70 0.01
C -3.22 -6.14 2.27 0.00
C -4.47 -5.56 2.42 0.01
C -4.67 -4.25 2.00 0.00
C -3.63 -3.54 1.43 0.00
H -0.08 -1.78 2.59 0.00
H -1.42 -0.92 1.74 0.01
H -2.54 -1.71 -0.71 -0.01
H -2.05 -3.06 -1.71 0.01
H 0.83 -2.79 -1.71 -0.08
H 1.06 -1.36 -2.74 0.05
H -0.67 -3.81 -3.30 0.01
H 0.70 -3.21 -4.19 -0.02
H -2.14 -2.35 -4.36 0.00
H -0.87 -2.14 -5.54 0.00
H -1.68 0.06 -4.66 0.00
H 0.00 -0.17 -4.23 -0.01
H -2.49 -0.61 -2.53 0.01
H -1.24 0.60 -2.25 -0.03
H 1.95 -2.79 1.30 0.03
H 3.94 -4.06 0.76 -0.03
H 3.82 -6.14 -0.62 0.04
H 1.58 -6.88 -1.47 0.00
H -0.43 -5.66 -0.96 0.04
H -1.20 -5.87 1.60 0.02
H -3.05 -7.16 2.60 0.00
H -5.28 -6.12 2.86 0.00
H -5.64 -3.78 2.12 0.00
H -3.80 -2.52 1.11 0.00
C -0.74 2.61 2.60 0.01
N -1.77 1.85 1.91 0.00
C -2.66 1.22 2.86 0.00
C -2.52 2.69 1.00 0.00
C -1.85 3.13 -0.29 0.01
C -2.53 4.12 -1.00 0.00
C -2.10 4.59 -2.24 0.00
C -0.95 4.05 -2.79 0.01
C -0.25 3.07 -2.11 0.01
C -0.69 2.62 -0.87 0.04
H -1.18 3.31 3.34 0.00
H -0.17 3.19 1.88 0.00
H -0.06 1.93 3.12 -0.01
H -3.21 1.95 3.48 0.00
H -2.09 0.58 3.52 0.00
H -3.39 0.60 2.34 0.00
H -2.85 3.62 1.50 0.00
H -3.43 2.16 0.72 0.00
H -3.43 4.54 -0.56 0.00
H -2.66 5.35 -2.76 0.00
H -0.59 4.39 -3.76 0.00
H 0.64 2.63 -2.54 0.00
C 3.63 1.79 3.58 0.00
C 3.27 0.32 3.37 0.00
C 3.11 -0.36 4.72 0.00
O 1.97 0.30 2.72 -0.13
B 2.12 -0.17 1.45 -0.42
O 3.41 -0.49 1.14 0.12
C 4.21 -0.44 2.36 0.01
C 4.50 -1.88 2.77 0.01
C 5.50 0.28 2.03 0.00
H 2.83 2.27 4.14 0.00
H 3.75 2.31 2.64 0.00
H 4.55 1.88 4.16 0.00
H 2.42 0.22 5.34 0.00
H 4.06 -0.42 5.24 0.00
H 2.70 -1.36 4.62 0.00
H 3.58 -2.45 2.93 0.01
H 5.10 -1.92 3.67 0.00
H 5.05 -2.37 1.96 -0.01
H 5.32 1.25 1.57 0.00
H 6.08 -0.32 1.34 0.00
H 6.10 0.44 2.93 0.00
C 2.21 2.37 0.25 0.13
C 1.35 1.33 -0.43 0.43
O -0.02 1.64 -0.18 -0.06
N 1.64 0.93 -1.74 1.12
Te 3.60 0.23 -2.14 0.60
C 5.66 -0.53 -2.60 0.36
C 6.11 -1.70 -2.01 -0.13
C 5.29 -2.53 -1.06 -0.04
C 7.38 -2.16 -2.35 0.01
C 8.19 -1.48 -3.24 0.00
C 9.56 -1.98 -3.59 0.00
C 7.71 -0.30 -3.80 0.03
C 6.45 0.20 -3.50 -0.05
C 6.01 1.48 -4.14 0.05
C 2.93 0.00 -4.12 0.08
C 2.85 -1.30 -4.64 -0.11
C 3.38 -2.51 -3.91 0.05
C 2.26 -1.48 -5.89 0.00
C 1.77 -0.42 -6.62 0.01
C 1.09 -0.64 -7.95 0.00
C 1.90 0.86 -6.10 -0.01
C 2.47 1.10 -4.86 0.00
C 2.60 2.54 -4.43 0.02
H 1.96 2.44 1.31 0.00
H 2.00 3.33 -0.23 -0.02
H 3.27 2.14 0.14 0.00
H 4.53 -1.95 -0.53 0.06
H 5.94 -2.99 -0.31 -0.01
H 4.77 -3.34 -1.58 0.02
H 7.74 -3.08 -1.90 0.00
H 9.76 -2.94 -3.12 0.00
H 10.33 -1.28 -3.27 0.00
H 9.67 -2.11 -4.67 0.00
H 8.34 0.26 -4.49 0.00
H 6.87 2.06 -4.47 0.00
H 5.43 2.10 -3.46 0.00
H 5.38 1.28 -5.01 0.00
H 3.03 -2.56 -2.88 0.02
H 4.47 -2.50 -3.90 -0.01
H 3.05 -3.42 -4.41 0.00
H 2.18 -2.49 -6.28 0.00
H 1.15 -1.68 -8.26 0.00
H 1.54 -0.02 -8.72 0.00
H 0.03 -0.37 -7.88 0.00
H 1.54 1.71 -6.68 0.00
H 1.65 3.05 -4.52 0.00
H 3.31 3.05 -5.08 0.00
H 2.95 2.65 -3.40 -0.01
```

Results
Spin multiplicity   6
E_LUMO (spin up / spin down)   0.19 / -2.72 eV
M   1085.11 g mol⁻¹

Run 2
This record from the OMol25 dataset describes C54H73BN3O3PdSiTe as an isolated structure. The level of theory is wB97M-V/def2-TZVPD.

Structure (XYZ):
```
137
Properties=species:S:1:pos:R:3:mulliken_spin:R:1
Pd 1.26 0.51 -0.53 1.28
C -0.50 -0.67 -1.22 0.49
Si -0.12 -2.30 -1.96 -0.15
C 1.51 -2.81 -1.15 -0.01
N 2.42 -1.65 -1.07 0.09
C 3.50 -1.90 -0.11 -0.03
C 4.47 -3.01 -0.55 0.00
C 4.89 -2.84 -2.02 0.00
C 4.45 -1.48 -2.55 0.01
C 2.95 -1.29 -2.42 0.09
C 0.05 -2.19 -3.83 -0.01
C 0.38 -3.34 -4.57 0.01
C 0.52 -3.29 -5.95 0.00
C 0.33 -2.09 -6.62 0.00
C 0.00 -0.95 -5.91 0.01
C -0.14 -1.00 -4.53 0.03
C -1.38 -3.65 -1.59 0.03
C -2.28 -4.09 -2.55 -0.01
C -3.27 -5.02 -2.25 0.00
C -3.37 -5.52 -0.96 0.00
C -2.49 -5.09 0.02 0.00
C -1.50 -4.17 -0.30 0.00
H -1.09 -0.75 -0.30 0.01
H -1.00 0.05 -1.86 -0.06
H 1.99 -3.68 -1.62 0.00
H 1.26 -3.10 -0.12 -0.01
H 3.04 -2.17 0.84 0.01
H 4.03 -0.96 0.06 0.02
H 4.00 -3.98 -0.40 0.00
H 5.34 -2.98 0.12 0.00
H 4.44 -3.62 -2.64 0.00
H 5.97 -2.95 -2.13 0.00
H 4.72 -1.35 -3.60 0.00
H 4.95 -0.68 -2.01 0.00
H 2.45 -1.92 -3.16 0.00
H 2.69 -0.26 -2.66 -0.03
H 0.53 -4.28 -4.06 0.00
H 0.78 -4.19 -6.50 0.00
H 0.44 -2.05 -7.70 0.00
H -0.15 -0.01 -6.44 0.00
H -0.38 -0.09 -3.99 -0.01
H -2.22 -3.71 -3.57 0.00
H -3.95 -5.35 -3.02 0.00
H -4.14 -6.25 -0.72 0.00
H -2.57 -5.48 1.03 0.00
H -0.83 -3.84 0.49 0.00
C -0.04 -0.09 2.06 -0.07
N 1.22 0.61 1.78 0.18
C 2.27 -0.01 2.60 -0.02
C 1.10 2.05 2.11 -0.02
C 1.67 3.00 1.09 -0.15
C 1.79 4.31 1.40 0.04
C 2.32 5.24 0.42 -0.02
C 2.41 4.90 -0.87 0.05
C 1.83 3.59 -1.32 -0.04
C 2.02 2.54 -0.26 0.45
H -0.26 -0.09 3.13 0.01
H 0.02 -1.12 1.71 0.01
H -0.86 0.41 1.53 0.09
H 2.02 0.11 3.66 0.01
H 3.23 0.45 2.39 0.00
H 2.33 -1.07 2.38 0.00
H 1.55 2.24 3.09 -0.01
H 0.03 2.27 2.19 -0.02
H 1.54 4.66 2.40 0.00
H 2.65 6.21 0.76 0.00
H 2.81 5.59 -1.61 0.00
H 2.28 3.25 -2.25 -0.01
C 6.58 1.69 -2.04 0.00
C 5.55 2.29 -1.09 0.00
C 5.69 3.81 -1.15 0.00
O 4.22 1.97 -1.54 -0.04
B 3.42 1.86 -0.39 -0.08
O 4.21 1.48 0.69 -0.01
C 5.60 1.71 0.38 0.00
C 6.36 0.40 0.52 0.01
C 6.12 2.70 1.42 0.00
H 6.43 2.12 -3.04 0.00
H 6.51 0.61 -2.13 0.00
H 7.59 1.95 -1.72 0.00
H 5.53 4.13 -2.18 0.00
H 6.68 4.13 -0.83 0.00
H 4.94 4.30 -0.53 0.00
H 6.05 -0.34 -0.21 0.00
H 6.18 0.00 1.52 0.00
H 7.43 0.56 0.40 0.00
H 5.50 3.59 1.47 0.00
H 7.15 2.99 1.21 0.00
H 6.10 2.22 2.40 0.00
C -1.89 4.07 -1.51 0.14
C -0.63 3.30 -1.19 -0.04
O 0.44 3.94 -1.69 0.05
N -0.66 2.21 -0.56 0.82
Te -3.58 1.18 0.07 1.09
C -5.46 0.24 0.23 0.00
C -5.68 -0.98 -0.42 -0.15
C -4.63 -1.64 -1.26 0.19
C -6.90 -1.62 -0.23 0.01
C -7.90 -1.09 0.57 0.02
C -9.21 -1.80 0.76 0.00
C -7.66 0.14 1.19 0.01
C -6.45 0.81 1.04 -0.08
C -6.23 2.12 1.75 0.11
C -3.21 0.76 2.98 0.40
C -3.23 -0.51 3.51 0.46
C -3.86 -1.68 2.79 0.01
C -2.63 -0.70 4.76 0.07
C -2.03 0.34 5.45 -0.04
C -1.40 0.12 6.80 0.00
C -2.02 1.61 4.86 0.02
C -2.60 1.84 3.62 -0.23
C -2.53 3.21 2.99 0.12
H -1.63 5.04 -1.93 0.01
H -2.47 4.22 -0.60 -0.01
H -2.51 3.51 -2.21 -0.01
H -3.96 -0.92 -1.74 -0.02
H -5.08 -2.26 -2.03 0.00
H -4.00 -2.30 -0.65 -0.05
H -7.07 -2.57 -0.73 0.00
H -9.21 -2.77 0.26 0.00
H -10.04 -1.21 0.35 0.00
H -9.42 -1.96 1.82 0.00
H -8.43 0.58 1.81 0.00
H -7.15 2.47 2.21 0.00
H -5.88 2.89 1.06 -0.02
H -5.47 2.00 2.53 -0.01
H -4.28 -1.38 1.84 0.04
H -4.66 -2.11 3.39 -0.01
H -3.12 -2.47 2.61 -0.01
H -2.64 -1.70 5.20 0.01
H -1.38 -0.94 7.06 0.00
H -1.95 0.65 7.58 0.00
H -0.37 0.49 6.82 0.00
H -1.54 2.43 5.38 0.01
H -1.92 3.88 3.59 0.00
H -3.53 3.65 2.89 0.00
H -2.10 3.16 1.99 -0.01
```

Results
Spin multiplicity   6
E_LUMO (spin up / spin down)   0.58 / -1.60 eV
M   1085.11 g mol⁻¹

Energies relative to the most stable structure are run 1 2.474; run 2 0.000, reported in eV.